1.
Below is 2 unconnected molecules or ions with the total composition C28H28ClF4NO3S, with properties calculated with ωB97M-V with the def2-TZVPD basis set.

Geometry as ORCA input:
```
! wB97M-V def2-TZVPD RIJCOSX def2/J DEFGRID3
* xyz 0 1
C -2.60 1.32 1.47
C -1.62 1.88 0.43
C -0.19 1.88 0.97
C 0.77 2.79 0.13
C 1.34 3.93 0.99
C 1.82 1.95 -0.55
C 1.82 1.82 -1.94
Cl 0.64 2.61 -2.94
C 2.75 1.03 -2.61
C 3.72 0.33 -1.92
C 4.73 -0.53 -2.65
O 4.45 -0.69 -4.02
C 3.46 -1.59 -4.34
C 3.31 -2.82 -3.72
C 2.31 -3.68 -4.15
C 1.45 -3.34 -5.18
C 1.61 -2.11 -5.81
C 2.61 -1.25 -5.39
C 3.77 0.45 -0.53
C 2.83 1.25 0.13
S 2.95 1.38 1.90
C 3.63 -0.21 2.29
C 3.32 -0.79 3.52
C 3.88 -2.01 3.86
C 4.72 -2.65 2.95
C 5.01 -2.08 1.72
C 4.46 -0.84 1.38
N 4.78 -0.29 0.12
F 5.93 0.55 0.27
H -2.48 0.24 1.55
H -3.63 1.59 1.26
H -2.35 1.75 2.44
H -1.68 1.23 -0.44
H -1.92 2.88 0.13
H -0.19 2.19 2.01
H 0.15 0.85 0.95
H 0.14 3.24 -0.62
H 1.52 3.60 2.00
H 0.59 4.72 1.06
H 2.26 4.34 0.59
H 2.72 0.97 -3.68
H 4.81 -1.47 -2.12
H 5.70 -0.06 -2.58
H 3.96 -3.12 -2.92
H 2.18 -4.64 -3.68
H 0.67 -4.00 -5.52
H 0.98 -1.80 -6.63
H 2.75 -0.30 -5.88
H 2.65 -0.26 4.18
H 3.63 -2.45 4.81
H 5.14 -3.60 3.23
H 5.67 -2.60 1.05
C -9.60 0.64 3.30
C -9.01 0.70 1.91
O -7.60 0.40 1.92
C -7.28 -0.88 1.96
O -8.02 -1.81 1.98
C -5.74 -1.02 1.94
F -5.17 -0.17 2.79
F -5.29 -0.77 0.70
F -5.38 -2.26 2.27
H -9.05 1.31 3.97
H -10.64 0.95 3.28
H -9.54 -0.36 3.71
H -9.09 1.70 1.49
H -9.52 0.01 1.23
*
```

The SMILES is CCC[C@@H](C)c1c(Cl)cc(COc2ccccc2)c2c1Sc1ccccc1N2F.CCOC(=O)C(F)(F)F. The energy above the lowest of the compared OMol25 structures with the same formula, charge and spin comes out at 0.0 kJ/mol.

2.
Below is a molecular structure, C28H28ClO2RhSi2, with properties calculated with ωB97M-V with the def2-TZVPD basis set.

Geometry as ORCA input:
```
! wB97M-V def2-TZVPD RIJCOSX def2/J DEFGRID3
* xyz 0 1
Rh -0.15 1.41 0.09
Cl 2.98 3.39 6.35
C 2.00 3.16 4.94
C 0.71 3.73 4.89
C -0.08 3.57 3.79
C 0.35 2.82 2.66
O -0.43 2.70 1.66
C 1.66 2.24 2.73
C 2.25 1.47 1.68
O 1.76 1.07 0.60
C 2.46 2.44 3.88
H 0.36 4.31 5.74
H -1.07 4.01 3.74
H 3.29 1.17 1.83
H 3.45 2.00 3.91
C 1.58 3.15 -1.91
Si 0.38 1.70 -2.13
C 1.19 0.60 -3.41
C -1.23 2.39 -2.84
H 1.77 3.64 -2.87
H 2.54 2.79 -1.52
H 1.19 3.90 -1.22
H 1.33 1.20 -4.31
H 0.60 -0.28 -3.69
H 2.17 0.27 -3.09
H -0.99 3.06 -3.67
H -1.78 2.98 -2.10
H -1.89 1.61 -3.23
C -2.36 -2.47 -4.44
C -2.91 -1.35 -3.82
C -2.34 -0.86 -2.65
C -1.21 -1.47 -2.09
C -0.68 -2.60 -2.72
C -1.25 -3.09 -3.89
Si -0.43 -0.78 -0.52
C 1.05 -1.86 -0.09
C 0.89 -2.96 0.75
C 1.96 -3.81 1.04
C 3.21 -3.56 0.50
C 3.39 -2.46 -0.33
C 2.32 -1.62 -0.61
C -1.71 -0.97 0.87
C -3.04 -1.36 0.65
C -3.95 -1.45 1.70
C -3.55 -1.14 2.99
C -2.24 -0.75 3.24
C -1.34 -0.67 2.19
H -2.80 -2.85 -5.36
H -3.78 -0.86 -4.24
H -2.78 0.01 -2.18
H 0.19 -3.09 -2.31
H -0.83 -3.96 -4.37
H -0.08 -3.18 1.18
H 1.81 -4.66 1.69
H 4.04 -4.21 0.72
H 4.36 -2.25 -0.75
H 2.49 -0.76 -1.25
H -3.37 -1.62 -0.35
H -4.96 -1.76 1.51
H -4.25 -1.21 3.81
H -1.92 -0.51 4.24
H -0.31 -0.37 2.40
*
```

The energy above the lowest of the compared OMol25 structures with the same formula, charge and spin comes out at 2.7 kJ/mol.

3.
Below is a molecular structure, C28H28EuN4OS4 in a non-equilibrium geometry, with properties calculated with ωB97M-V with the def2-TZVPD basis set.

Geometry as ORCA input:
```
! wB97M-V def2-TZVPD RIJCOSX def2/J DEFGRID3
* xyz 1 7
Eu -2.04 1.55 -0.32
N -6.44 1.25 -0.29
C -5.16 1.35 -0.73
O -4.29 0.73 -0.15
C -4.74 2.37 -1.75
C -3.25 2.21 -2.22
H -6.68 0.62 0.44
H -7.15 1.81 -0.65
H -4.91 3.34 -1.33
H -5.44 2.39 -2.54
H -2.88 3.08 -2.65
H -3.20 1.34 -2.96
S -0.06 0.36 -2.16
C 0.72 -0.83 -1.24
N 1.57 -1.68 -1.78
C 2.53 -2.37 -0.84
C 2.76 -1.48 0.31
N 1.46 -1.21 0.96
C 1.33 -1.41 2.39
C 1.73 -2.88 2.68
C 2.91 -3.16 3.40
C 3.40 -4.48 3.43
C 2.72 -5.49 2.79
C 1.52 -5.20 2.25
C 1.04 -3.89 2.06
C 0.38 -0.95 0.25
S -1.19 -0.90 0.78
C 1.70 -1.89 -3.19
C 3.03 -1.52 -3.68
C 3.73 -2.38 -4.57
C 4.95 -2.03 -5.05
C 5.60 -0.87 -4.71
C 4.97 -0.01 -3.84
C 3.74 -0.33 -3.32
H 3.42 -2.52 -1.36
H 2.12 -3.38 -0.73
H 3.26 -0.55 0.09
H 3.25 -2.00 1.15
H 0.33 -1.20 2.77
H 2.01 -0.74 2.90
H 3.55 -2.36 3.76
H 4.33 -4.77 4.01
H 3.19 -6.46 2.90
H 0.96 -6.01 1.86
H 0.11 -3.63 1.50
H 0.83 -1.50 -3.69
H 1.51 -2.97 -3.37
H 3.28 -3.35 -4.85
H 5.36 -2.74 -5.84
H 6.65 -0.65 -4.99
H 5.52 0.88 -3.56
H 3.23 0.42 -2.72
S 0.10 3.04 0.40
C -1.28 3.82 1.23
N -2.43 3.26 1.48
C -3.22 4.04 2.28
C -4.47 3.68 2.82
C -5.14 4.58 3.62
C -4.66 5.86 3.86
C -3.40 6.28 3.36
C -2.70 5.35 2.59
S -1.11 5.46 1.91
H -4.82 2.69 2.71
H -6.00 4.18 4.14
H -5.17 6.56 4.55
H -3.01 7.29 3.45
*
```

The calculation puts the total energy at -100163.6281 eV.

4.
Below is a molecular structure, C28H28FN4O5Ru in a non-equilibrium geometry, with properties calculated with ωB97M-V with the def2-TZVPD basis set.

Geometry as ORCA input:
```
! wB97M-V def2-TZVPD RIJCOSX def2/J DEFGRID3
* xyz 2 6
Ru -0.13 1.64 0.72
C -1.57 5.95 -0.05
C -1.74 4.47 0.09
O -0.82 3.73 0.49
N -2.98 4.03 -0.11
C -3.31 2.64 -0.25
C -2.76 2.01 -1.47
C -3.52 1.81 -2.65
C -2.91 1.26 -3.77
C -1.61 0.83 -3.72
C -0.95 0.89 -2.45
N -1.48 1.55 -1.47
H -1.00 6.26 0.83
H -2.50 6.53 -0.14
H -0.88 6.21 -0.90
H -3.58 4.73 -0.58
H -4.39 2.50 -0.08
H -2.85 2.16 0.65
H -4.55 2.11 -2.80
H -3.46 1.35 -4.72
H -1.07 0.50 -4.59
H 0.05 0.53 -2.21
C -1.27 -5.83 1.91
C -0.61 -5.49 0.55
C 0.71 -6.34 0.45
C 1.41 -6.06 -0.88
C 1.78 -4.65 -0.95
C 2.94 -4.22 -1.47
C 3.23 -2.86 -1.63
F 4.39 -2.62 -2.20
C 2.51 -1.89 -1.05
C 1.27 -2.32 -0.41
C 0.34 -1.33 0.11
O 0.71 -0.07 0.00
C -0.78 -1.73 0.80
C -1.08 -3.09 0.89
N -0.29 -4.06 0.36
C 0.97 -3.65 -0.35
C -1.76 -0.85 1.46
O -2.82 -1.31 1.80
O -1.47 0.44 1.65
H -1.48 -6.85 1.94
H -2.22 -5.32 2.03
H -0.76 -5.49 2.79
H -1.25 -5.89 -0.27
H 0.43 -7.39 0.47
H 1.40 -6.19 1.27
H 0.74 -6.27 -1.74
H 2.25 -6.76 -1.11
H 3.57 -4.87 -1.95
H 2.74 -0.83 -0.94
H -2.00 -3.40 1.39
O 0.11 2.14 3.02
C 1.03 3.31 3.09
C 2.01 3.45 1.93
C 3.03 4.39 2.07
C 3.87 4.57 0.97
C 3.75 3.74 -0.14
C 2.71 2.90 -0.16
N 1.83 2.75 0.86
H -0.66 2.34 3.56
H 1.62 3.21 4.05
H 0.41 4.15 2.99
H 3.20 4.92 3.00
H 4.59 5.38 1.07
H 4.44 3.87 -0.96
H 2.46 2.37 -1.08
*
```

The energy above the lowest of the compared OMol25 structures with the same formula, charge and spin comes out at 59.2 kJ/mol.